*1*
Below is a cluster of 3 separate species, C6H15NO in total, with properties calculated with ωB97M-V/def2-TZVPD.

Computed properties:
Multiplicity: 1
Orbital gap in eV: 3.728

Geometry (Å):
C (0.9734, 1.0225, -1.0766)
C (0.2989, 1.2013, 0.3453)
C (-0.5342, -0.0447, 0.6548)
C (-1.9020, 0.0223, -1.2558)
C (-1.8854, 0.0510, 0.0926)
C (-3.1476, 0.1214, 0.8576)
N (1.9675, -0.0965, -1.2545)
H (1.4268, 1.9586, -1.1590)
H (0.0709, 0.8467, -1.6928)
H (-0.2898, 2.0993, 0.4450)
H (1.0479, 1.1349, 1.0934)
H (0.0580, -0.7264, 0.1056)
H (-0.4245, -0.4663, 1.7499)
H (2.0271, -3.1294, -0.9031)
H (-1.0587, -0.6380, -1.7454)
H (-3.2206, -0.6753, 1.6283)
H (-3.1138, 1.0857, 1.3340)
H (-3.9956, 0.1531, 0.1718)
H (2.8456, 0.2955, -1.9115)
H (1.5137, -2.6642, -0.7322)
H (2.2667, -0.4010, -0.3047)
H (2.7814, -0.6992, 2.1498)
O (2.2940, -0.4514, 1.4078)

=====

*2*
Below is a cluster of 2 separate species, C6H15NO in total, with properties calculated with ωB97M-V/def2-TZVPD.

Computed properties:
Multiplicity: 1
SMILES: CC/C=C/NCC.O
Orbital gap in eV: 8.611

Geometry (Å):
C (-0.6138, 2.3638, -1.1834)
C (0.5994, 1.5649, -1.6527)
C (1.1314, 0.5222, -0.7012)
C (1.3293, 0.6693, 0.6224)
N (1.5942, -0.3122, 1.5882)
C (1.0761, -1.7123, 1.6343)
C (-0.3091, -1.7381, 1.1524)
H (-1.1141, 2.8527, -1.9933)
H (-0.3413, 3.2382, -0.5704)
H (-1.4282, 1.8935, -0.6000)
H (0.2035, 1.1969, -2.5751)
H (1.3533, 2.2958, -1.8983)
H (1.2202, -0.4248, -1.0671)
H (1.1205, 1.6437, 1.1746)
H (1.6714, 0.1614, 2.4662)
H (1.1864, -2.1883, 2.6244)
H (1.6452, -2.4003, 0.9673)
H (-0.9864, -1.7396, 2.0063)
H (-0.6216, -1.0056, 0.4073)
H (-0.5374, -2.6773, 0.6851)
O (-3.0008, -1.5449, -0.7430)
H (-2.2711, -0.9957, -0.5580)
H (-2.9072, -1.6633, -1.7860)

=====

*3*
Below is the molecule C6H15NO, with properties calculated with ωB97M-V/def2-TZVPD.

Computed properties:
Multiplicity: 1
SMILES: CC(C)NCCCO
Orbital gap in eV: 8.798

Geometry (Å):
C (-0.9664, 2.0269, 0.6867)
C (-0.4633, 1.3748, -0.6523)
C (0.4178, 2.2099, -1.7060)
N (0.3727, 0.3037, -0.2108)
C (0.1176, -0.9819, -0.8063)
C (-0.5790, -1.7876, 0.2373)
C (0.4730, -2.5390, 1.1043)
O (0.8352, -1.8900, 2.2478)
H (-0.0783, 2.5870, 0.9975)
H (-1.8124, 2.6783, 0.6865)
H (-1.2344, 1.1952, 1.3780)
H (-1.3688, 0.9734, -1.2110)
H (1.3010, 1.6945, -2.0089)
H (0.7953, 3.0981, -1.3539)
H (-0.1137, 2.6652, -2.4897)
H (0.6492, 0.2964, 0.7915)
H (1.1632, -1.3328, -1.1197)
H (-0.4377, -0.8459, -1.7886)
H (-1.2101, -1.3793, 1.1072)
H (-1.2660, -2.6076, -0.2925)
H (1.4827, -2.5805, 0.5424)
H (0.0907, -3.5379, 1.5003)
H (1.8318, -1.6211, 2.3600)

=====

*2* is the most stable structure; the next one sits 21.2 kcal/mol above it.

=====

*1*
Below is the molecule C6H15NO, with properties calculated with ωB97M-V/def2-TZVPD.

Computed properties:
Multiplicity: 1
SMILES: CCCCNCCO
Orbital gap in eV: 9.689

Geometry (Å):
C (-0.7139, 2.4500, -1.6036)
C (-0.1419, 2.0924, -0.2317)
C (-0.9132, 0.9293, 0.4555)
C (-1.1784, -0.3212, -0.4360)
N (-0.2601, -1.4180, -0.2700)
C (0.2731, -1.7137, 0.9987)
C (1.8054, -1.7601, 0.9747)
O (2.4783, -2.8781, 0.3751)
H (-1.8304, 2.6793, -1.5880)
H (-0.7518, 1.6196, -2.2828)
H (-0.2761, 3.3801, -1.9941)
H (0.9506, 1.6376, -0.2125)
H (-0.1765, 2.8120, 0.5749)
H (-1.8367, 1.4539, 0.8554)
H (-0.6902, 0.6401, 1.4183)
H (-2.2582, -0.6033, -0.2659)
H (-1.2133, -0.0723, -1.5700)
H (0.5582, -1.3278, -0.9133)
H (-0.0729, -2.6346, 1.4753)
H (0.0990, -0.7237, 1.6509)
H (1.9664, -2.0868, 2.0201)
H (2.3128, -0.7490, 0.7011)
H (1.8699, -3.4054, -0.1322)

=====

*2*
Below is the molecule C6H15NO, with properties calculated with ωB97M-V/def2-TZVPD.

Computed properties:
Multiplicity: 1
SMILES: CCNCC(C)(C)O
Orbital gap in eV: 9.224

Geometry (Å):
C (-2.7744, 1.1716, 1.3746)
C (-1.9160, 0.2512, 0.5565)
N (-0.5513, 0.4671, 0.9840)
C (0.4836, -0.5844, 0.7681)
C (1.0314, -0.5377, -0.6264)
C (1.5616, 0.8122, -1.0856)
C (2.1903, -1.6005, -0.8308)
O (0.0627, -1.0068, -1.5067)
H (-2.6250, 0.9437, 2.4192)
H (-2.4379, 2.1466, 1.1803)
H (-3.7893, 1.0641, 1.1193)
H (-2.4216, -0.7662, 0.7305)
H (-2.0673, 0.5866, -0.4935)
H (-0.2347, 1.4366, 0.8386)
H (0.1375, -1.5594, 1.0318)
H (1.3192, -0.5654, 1.5689)
H (2.4922, 1.0642, -0.5086)
H (1.8009, 0.8282, -2.0639)
H (0.8292, 1.6281, -0.9964)
H (1.7962, -2.6144, -0.5243)
H (3.0760, -1.3522, -0.2088)
H (2.5678, -1.5230, -1.8658)
H (-0.5312, -0.2902, -1.8611)

=====

*2* is the most stable structure; the next one sits 35.8 kcal/mol above it.

=====

*1*
Below is a cluster of 2 separate species, C6H15NO in total, with properties calculated with ωB97M-V/def2-TZVPD.

Computed properties:
Multiplicity: 1
SMILES: CCC(N)=O.CCC
Orbital gap in eV: 10.485

Geometry (Å):
C (-2.1916, 1.3897, -2.0954)
C (-1.6396, -0.0366, -1.9612)
C (-0.5004, -0.4035, -2.8685)
N (0.2629, -1.4597, -2.3873)
O (-0.3052, -0.0280, -4.0061)
H (-1.4797, 2.1984, -1.9780)
H (-3.0137, 1.4100, -1.3843)
H (-2.5104, 1.4581, -3.1220)
H (-1.2892, -0.4060, -0.9504)
H (-2.5047, -0.7157, -2.0723)
H (0.9723, -1.8181, -3.0015)
H (-0.0905, -2.0365, -1.6463)
C (1.1939, -1.0606, 3.0868)
C (0.7570, 0.4045, 2.7379)
C (1.7530, 0.8540, 1.6288)
H (0.3624, -1.7193, 3.3089)
H (1.8964, -1.4445, 2.3639)
H (1.8670, -1.0005, 3.9603)
H (0.7480, 0.9295, 3.7014)
H (-0.2618, 0.4768, 2.3767)
H (1.4035, 1.8626, 1.3586)
H (1.8562, 0.0799, 0.8739)
H (2.7138, 1.0656, 2.0759)

=====

*2*
Below is the molecule C6H15NO, with properties calculated with ωB97M-V/def2-TZVPD.

Computed properties:
Multiplicity: 1
SMILES: CC(C)N(C)[C@@H](C)O
Orbital gap in eV: 9.384

Geometry (Å):
C (-1.2891, 0.6012, 1.7938)
C (0.0765, 0.1579, 1.2557)
C (0.3462, -1.2926, 1.6745)
N (0.1038, 0.4665, -0.1814)
C (1.1383, 1.4118, -0.5722)
C (-0.2068, -0.5922, -1.1260)
C (-0.6696, -0.0742, -2.4862)
O (0.9079, -1.4344, -1.3477)
H (-2.1061, 0.0221, 1.3495)
H (-1.3373, 0.4733, 2.8808)
H (-1.4685, 1.6617, 1.5819)
H (0.8273, 0.7679, 1.7759)
H (0.3147, -1.3816, 2.7667)
H (1.3403, -1.6220, 1.3581)
H (-0.3993, -1.9883, 1.2765)
H (1.1909, 2.2478, 0.1353)
H (2.1280, 0.9475, -0.6189)
H (0.9207, 1.8695, -1.5421)
H (-1.0246, -1.2101, -0.7388)
H (-1.0182, -0.9107, -3.1031)
H (-1.4912, 0.6417, -2.3869)
H (0.1485, 0.3902, -3.0474)
H (1.5677, -1.1529, -0.6979)

=====

*3*
Below is a cluster of 2 separate species, C6H15NO in total, with properties calculated with ωB97M-V/def2-TZVPD.

Computed properties:
Multiplicity: 1
SMILES: CCC(N)=O.CCC
Orbital gap in eV: 10.491

Geometry (Å):
C (2.3184, 0.0822, -0.6412)
C (2.0645, -1.2872, 0.0808)
C (1.0858, -1.3318, 1.2267)
N (1.3549, -1.0235, 2.5379)
O (-0.0496, -1.7283, 0.9848)
H (1.9112, 0.0196, -1.6455)
H (3.3981, 0.2042, -0.7659)
H (1.7632, 0.8797, -0.1554)
H (1.6698, -1.9797, -0.6611)
H (3.0744, -1.6258, 0.3630)
H (0.5639, -0.8851, 3.1307)
H (2.2089, -0.5635, 2.8141)
C (-2.1071, 1.1127, -1.8344)
C (-1.4444, 0.3657, -0.6866)
C (-2.0447, 0.9043, 0.6223)
H (-3.2048, 1.1132, -1.7551)
H (-2.0197, 0.6378, -2.8200)
H (-1.7129, 2.1182, -1.9489)
H (-1.7268, -0.6879, -0.7472)
H (-0.3769, 0.5006, -0.8383)
H (-2.9895, 0.4078, 0.8817)
H (-1.3354, 0.8609, 1.4523)
H (-2.4015, 1.9061, 0.4053)

=====

*3* is the most stable structure; the next one sits 4.0 kcal/mol above it.